# 1
DFT (ωB97M-V/def2-TZVPD) results for C11H23N2O in the gas phase.

**M**: 199.3 Da
**Orbital gap (spin up / spin down)**: 8.72 / 10.07 eV
**Largest force on an atom**: 0.2 eV/Å
**LUMO level (spin up / spin down)**: 0.0284 / 0.0265 Ha
**E**: -617.6087 hartree

Structure (ORCA input):
```
! wB97M-V def2-TZVPD RIJCOSX def2/J DEFGRID3
* xyz 0 2
C -0.69818 -2.75800 -0.48350
C 0.15644 -1.54586 -0.07883
C 1.38333 -2.08736 0.65778
C 0.52308 -0.72392 -1.34334
C 0.25929 0.80252 -1.38487
C 1.47487 1.69460 -1.06068
C 2.23140 1.41142 0.23082
N 3.05784 2.56877 0.60012
C -0.98265 1.25962 -0.59088
C -1.59940 0.31205 0.45449
C -2.85958 -0.38127 -0.09044
C -1.98376 1.12137 1.69029
N -0.61428 -0.71236 0.89272
O -0.89454 -1.29165 1.99444
H -1.01573 -3.30796 0.40303
H -1.57282 -2.46737 -1.05953
H -0.09558 -3.41520 -1.11383
H 1.76670 -2.96637 0.13685
H 1.10291 -2.38456 1.66628
H 2.18141 -1.35689 0.71290
H -0.01623 -1.16955 -2.18315
H 1.58107 -0.89467 -1.56232
H 0.04824 1.00548 -2.43728
H 1.13258 2.73015 -0.98952
H 2.17689 1.66956 -1.90178
H 1.52189 1.22426 1.04308
H 2.82889 0.50506 0.11738
H 3.96540 2.51868 0.15199
H 3.23840 2.56677 1.59625
H -1.78481 1.51550 -1.28780
H -0.72130 2.19219 -0.08517
H -3.08966 -1.27110 0.49588
H -3.70254 0.30916 -0.01574
H -2.75548 -0.66426 -1.13897
H -1.09177 1.45343 2.22312
H -2.55028 1.99811 1.36896
H -2.60205 0.53963 2.37123
*
```

Table of natural (NBO) atomic charges, one value per atom, all in e: atom 1 (C): -0.618, atom 2 (C): 0.097, atom 3 (C): -0.617, atom 4 (C): -0.413, atom 5 (C): -0.198, atom 6 (C): -0.400, atom 7 (C): -0.226, atom 8 (N): -0.838, atom 9 (C): -0.416, atom 10 (C): 0.097, atom 11 (C): -0.624, atom 12 (C): -0.601, atom 13 (N): 0.034, atom 14 (O): -0.420, atom 15 (H): 0.229, atom 16 (H): 0.207, atom 17 (H): 0.210, atom 18 (H): 0.208, atom 19 (H): 0.245, atom 20 (H): 0.205, atom 21 (H): 0.210, atom 22 (H): 0.216, atom 23 (H): 0.211, atom 24 (H): 0.214, atom 25 (H): 0.196, atom 26 (H): 0.191, atom 27 (H): 0.166, atom 28 (H): 0.352, atom 29 (H): 0.359, atom 30 (H): 0.215, atom 31 (H): 0.214, atom 32 (H): 0.226, atom 33 (H): 0.216, atom 34 (H): 0.202, atom 35 (H): 0.217, atom 36 (H): 0.205, atom 37 (H): 0.229

=====

# 2
DFT (ωB97M-V/def2-TZVPD) results for 2 unconnected molecules or ions with the total composition C5H10N4.

**M**: 126.2 Da
**Orbital gap (spin up / spin down)**: 7.54 / 7.56 eV
**Largest force on an atom**: 6.5 eV/Å
**LUMO level (spin up / spin down)**: -0.3918 / -0.3919 Ha
**E**: -414.6153 hartree
**Relative energy (zero: lowest compared OMol25 entry of this formula, charge and spin)**: 170.3 kcal per mole

Structure (ORCA input):
```
! wB97M-V def2-TZVPD RIJCOSX def2/J DEFGRID3
* xyz 2 1
C 0.47330 -0.45867 -0.45898
C 3.92729 -0.10318 0.17688
C -4.44622 0.01791 0.66450
C 2.67477 -0.65603 0.11789
C -3.63147 0.34224 -0.30536
N -0.72802 0.11644 -0.24355
N 1.55897 0.11635 0.03391
N 1.51705 1.36540 0.30387
N -1.73033 -0.56746 -0.48311
H 0.51057 -1.46637 -0.75772
H 4.76708 -0.74617 0.08621
H 4.15247 0.94502 -0.25001
H -5.39816 0.27642 1.01403
H -3.91276 -0.71968 1.35848
H 2.47601 -1.68234 0.20682
H -3.68404 0.87910 -1.15706
H 2.47460 1.78412 0.62447
H 0.79596 1.99147 -0.04140
H -1.79708 -1.43456 -0.88988
*
```

Table of natural (NBO) atomic charges, one value per atom, all in e: atom 1 (C): 0.106, atom 2 (C): -0.195, atom 3 (C): -0.397, atom 4 (C): -0.095, atom 5 (C): 0.178, atom 6 (N): -0.069, atom 7 (N): 0.032, atom 8 (N): -0.472, atom 9 (N): -0.195, atom 10 (H): 0.222, atom 11 (H): 0.269, atom 12 (H): 0.244, atom 13 (H): 0.316, atom 14 (H): 0.278, atom 15 (H): 0.263, atom 16 (H): 0.219, atom 17 (H): 0.452, atom 18 (H): 0.458, atom 19 (H): 0.387

=====

# 3
DFT (ωB97M-V/def2-TZVPD) results for a molecular structure, C15H32N2O4P2W.

**M**: 550.2 Da
**Orbital gap (spin up / spin down)**: 5.91 / 4.61 eV
**Largest force on an atom**: 6.6 eV/Å
**LUMO level (spin up / spin down)**: -0.3564 / -0.4037 Ha
**E**: -1750.2953 hartree

Structure (ORCA input):
```
! wB97M-V def2-TZVPD RIJCOSX def2/J DEFGRID3
* xyz 2 3
W 1.36300 0.39031 -1.35392
H 1.73963 1.13132 0.11387
H 1.37783 -0.04714 0.30330
P 2.60916 2.49696 -1.63225
P 0.98271 -1.92488 -1.40159
C -0.69072 -2.29945 -2.04618
H -0.81319 -3.39134 -2.07086
H -1.44535 -1.90959 -1.34322
H -0.85141 -1.85481 -3.03473
C 2.09215 -2.77839 -2.54437
H 3.12036 -2.64080 -2.18420
H 1.80869 -3.84109 -2.54813
H 1.97483 -2.33281 -3.54034
C 1.13775 -2.84109 0.16477
H 0.37881 -2.46459 0.86952
H 0.91405 -3.89819 -0.03294
H 2.14013 -2.70052 0.58612
C 3.86821 2.37858 -2.94710
H 4.37871 3.34640 -3.06135
H 4.58767 1.59745 -2.66744
H 3.37697 2.09465 -3.88696
C 1.56377 3.91155 -2.17249
H 0.82156 4.14286 -1.39446
H 2.19328 4.79628 -2.36198
H 1.03239 3.65260 -3.09902
C 3.52382 3.19332 -0.20744
H 4.23451 2.43511 0.14975
H 4.06549 4.10026 -0.51884
H 2.81134 3.42872 0.59630
C -0.43336 1.16132 -1.78959
O -1.51442 1.54798 -2.02902
H 1.86577 0.17927 -3.01592
C -0.61706 -0.86879 3.75110
C -2.02201 -1.25079 3.26564
C -2.51299 -0.45631 2.05240
C -3.93066 -0.80114 1.56577
C -4.27561 -2.26567 1.31696
C -2.53219 1.02728 2.42218
O -3.26080 1.48200 3.24145
N -1.63982 1.86052 1.80377
C -0.71012 1.53530 0.82252
O 0.03737 2.43555 0.40863
N -0.72969 0.24946 0.38336
C -1.52109 -0.72662 0.92257
O -1.44212 -1.89064 0.51738
H 0.15543 -1.09468 2.99773
H -0.38963 -1.46561 4.64685
H -0.54921 0.19372 4.03480
H -2.05409 -2.32509 3.03670
H -2.74746 -1.03627 4.05354
H -4.59282 -0.42265 2.34619
H -4.15667 -0.21610 0.65966
H -4.05546 -2.86225 2.21077
H -5.35390 -2.32925 1.10735
H -3.71962 -2.67137 0.46077
H -1.59389 2.83912 2.07263
*
```

Table of natural (NBO) atomic charges, one value per atom, all in e: atom 1 (W): 0.486, atom 2 (H): 0.107, atom 3 (H): 0.158, atom 4 (P): 1.041, atom 5 (P): 1.042, atom 6 (C): -0.925, atom 7 (H): 0.283, atom 8 (H): 0.294, atom 9 (H): 0.255, atom 10 (C): -0.931, atom 11 (H): 0.258, atom 12 (H): 0.279, atom 13 (H): 0.267, atom 14 (C): -0.939, atom 15 (H): 0.288, atom 16 (H): 0.276, atom 17 (H): 0.254, atom 18 (C): -0.929, atom 19 (H): 0.277, atom 20 (H): 0.259, atom 21 (H): 0.267, atom 22 (C): -0.921, atom 23 (H): 0.277, atom 24 (H): 0.285, atom 25 (H): 0.259, atom 26 (C): -0.934, atom 27 (H): 0.257, atom 28 (H): 0.277, atom 29 (H): 0.270, atom 30 (C): 0.558, atom 31 (O): -0.332, atom 32 (H): -0.130, atom 33 (C): -0.620, atom 34 (C): -0.392, atom 35 (C): -0.223, atom 36 (C): -0.383, atom 37 (C): -0.608, atom 38 (C): 0.704, atom 39 (O): -0.497, atom 40 (N): -0.637, atom 41 (C): 0.793, atom 42 (O): -0.596, atom 43 (N): -0.606, atom 44 (C): 0.720, atom 45 (O): -0.610, atom 46 (H): 0.179, atom 47 (H): 0.255, atom 48 (H): 0.215, atom 49 (H): 0.239, atom 50 (H): 0.252, atom 51 (H): 0.254, atom 52 (H): 0.209, atom 53 (H): 0.217, atom 54 (H): 0.241, atom 55 (H): 0.212, atom 56 (H): 0.450

=====

# 4
DFT (ωB97M-V/def2-TZVPD) results for 2 unconnected molecules or ions with the total composition C3H8NOS.

**M**: 106.2 Da
**Orbital gap**: 6.81 eV
**Largest force on an atom**: 1.0 eV/Å
**LUMO level**: 0.1491 Ha
**E**: -647.2995 hartree
**Relative energy (zero: lowest compared OMol25 entry of this formula, charge and spin)**: 25.2 kcal per mole

Structure (ORCA input):
```
! wB97M-V def2-TZVPD RIJCOSX def2/J DEFGRID3
* xyz -1 1
C 1.04680 -2.75396 -1.62434
S 0.52535 -1.13539 -0.92113
H 2.04203 -3.02237 -1.27121
H 0.32424 -3.45471 -1.20637
H 0.97894 -2.72945 -2.71307
O 0.20176 3.03144 0.48964
C 0.05358 1.85165 0.70603
C -1.28410 1.14927 0.86604
N -1.03222 -0.11378 1.58274
H 0.91257 1.15632 0.70500
H -1.94275 1.76762 1.48597
H -1.68402 1.06241 -0.15635
H -1.93886 -0.52586 1.77591
H -0.54738 -0.75062 0.89804
*
```

Table of natural (NBO) atomic charges, one value per atom, all in e: atom 1 (C): -0.726, atom 2 (S): -0.731, atom 3 (H): 0.177, atom 4 (H): 0.182, atom 5 (H): 0.178, atom 6 (O): -0.576, atom 7 (C): 0.456, atom 8 (C): -0.342, atom 9 (N): -0.888, atom 10 (H): 0.139, atom 11 (H): 0.186, atom 12 (H): 0.203, atom 13 (H): 0.335, atom 14 (H): 0.408